{
  "formula": "C34H89N3O14",
  "method": "ωB97M-V/def2-TZVPD",
  "e_above_lowest_kcal_mol": 0.0,
  "smiles": "COCCNCCOC.COCCNCCOC.COCCNCCOC.CC(C)O.CC(C)O.CC(C)O.CC(C)O.OCCO.OCCO",
  "e_homo_ev": -8.76,
  "total_energy_ha": -2566.200159,
  "symbols": ["C", "C", "O", "O", "H", "H", "H", "H", "H", "H", "C", "C", "O", "O", "H", "H", "H", "H", "H", "H", "C", "O", "C", "C", "N", "C", "C", "O", "C", "H", "H", "H", "H", "H", "H", "H", "H", "H", "H", "H", "H", "H", "H", "H", "C", "O", "C", "C", "N", "C", "C", "O", "C", "H", "H", "H", "H", "H", "H", "H", "H", "H", "H", "H", "H", "H", "H", "H", "C", "O", "C", "C", "N", "C", "C", "O", "C", "H", "H", "H", "H", "H", "H", "H", "H", "H", "H", "H", "H", "H", "H", "H", "C", "C", "C", "O", "H", "H", "H", "H", "H", "H", "H", "H", "C", "C", "C", "O", "H", "H", "H", "H", "H", "H", "H", "H", "C", "C", "C", "O", "H", "H", "H", "H", "H", "H", "H", "H", "C", "C", "C", "O", "H", "H", "H", "H", "H", "H", "H", "H"],
  "positions_angstrom": [[0.412, 6.612, -1.267], [1.647, 5.761, -1.332], [1.736, 5.001, -2.524], [0.571, 7.917, -1.839], [0.261, 6.900, -0.217], [-0.501, 6.112, -1.605], [1.606, 4.967, -0.566], [2.501, 6.418, -1.136], [1.202, 4.194, -2.383], [1.140, 7.842, -2.616], [-4.425, 4.505, -0.797], [-5.846, 3.943, -0.767], [-5.921, 2.761, 0.012], [-3.509, 3.522, -1.264], [-4.096, 4.835, 0.186], [-4.518, 5.335, -1.510], [-6.125, 3.715, -1.800], [-6.451, 4.704, -0.271], [-5.121, 2.229, -0.132], [-3.532, 3.496, -2.238], [0.668, -1.276, 0.004], [0.637, 0.135, -0.114], [-0.551, 0.697, -0.609], [-0.298, 2.216, -0.711], [0.166, 2.633, -2.040], [1.339, 1.910, -2.555], [1.474, 1.981, -4.050], [0.497, 1.128, -4.610], [0.367, 1.258, -6.007], [-0.312, -1.765, 0.125], [1.041, -1.481, 1.010], [1.159, -1.781, -0.827], [-1.415, 0.549, 0.056], [-0.860, 0.369, -1.611], [0.557, 2.472, -0.082], [-1.178, 2.742, -0.343], [-0.531, 2.713, -2.769], [1.289, 0.832, -2.353], [2.180, 2.219, -1.930], [2.477, 1.761, -4.431], [1.299, 2.997, -4.441], [0.022, 2.272, -6.238], [-0.340, 0.527, -6.397], [1.303, 1.074, -6.544], [-2.857, 4.407, -4.505], [-3.389, 3.178, -4.021], [-2.759, 2.053, -4.576], [-3.416, 0.780, -4.122], [-3.146, 0.480, -2.713], [-4.188, -0.302, -2.041], [-3.888, -0.540, -0.586], [-3.970, 0.685, 0.119], [-3.633, 0.567, 1.462], [-2.745, 4.511, -5.585], [-1.899, 4.553, -3.994], [-3.509, 5.204, -4.150], [-1.691, 2.009, -4.314], [-2.782, 2.118, -5.673], [-2.979, -0.012, -4.737], [-4.493, 0.800, -4.334], [-3.157, 1.385, -2.242], [-4.160, -1.288, -2.520], [-5.164, 0.164, -2.216], [-2.875, -0.905, -0.363], [-4.579, -1.315, -0.229], [-2.607, 0.217, 1.630], [-4.258, -0.099, 2.072], [-3.748, 1.518, 1.985], [2.278, -1.337, 9.854], [3.300, -1.252, 8.880], [2.858, -0.535, 7.742], [3.801, -0.779, 6.556], [3.865, -2.205, 6.295], [4.625, -2.481, 5.083], [3.722, -2.470, 3.841], [4.524, -2.592, 2.709], [3.839, -3.073, 1.547], [1.533, -2.074, 9.536], [1.879, -0.409, 10.258], [2.732, -1.901, 10.677], [2.743, 0.531, 7.958], [1.893, -0.917, 7.394], [4.789, -0.320, 6.714], [3.408, -0.148, 5.753], [4.292, -2.626, 7.109], [5.088, -3.469, 5.041], [5.418, -1.725, 5.010], [3.175, -1.520, 3.880], [3.091, -3.347, 4.024], [2.878, -2.560, 1.566], [3.730, -4.153, 1.645], [4.375, -2.759, 0.658], [2.098, -5.314, -0.849], [3.104, -4.519, -1.722], [2.980, -4.949, -3.170], [2.815, -3.110, -1.708], [1.110, -4.847, -0.904], [2.374, -5.313, 0.205], [1.904, -6.338, -1.167], [4.117, -4.748, -1.380], [3.194, -6.016, -3.275], [3.610, -4.372, -3.851], [1.962, -4.835, -3.555], [3.374, -2.766, -2.413], [-1.461, -4.192, 0.946], [-1.116, -3.501, 2.254], [0.384, -3.212, 2.324], [-1.772, -2.219, 2.266], [-1.166, -3.454, 0.193], [-2.526, -4.395, 0.874], [-0.848, -5.074, 0.773], [-1.540, -4.035, 3.108], [0.672, -2.513, 1.535], [1.101, -4.033, 2.289], [0.665, -2.660, 3.229], [-1.583, -1.823, 3.124], [0.067, -2.079, -3.806], [-1.124, -2.839, -3.219], [-2.162, -3.065, -4.325], [-0.661, -4.084, -2.726], [0.814, -1.822, -3.046], [-0.101, -1.113, -4.284], [0.507, -2.713, -4.578], [-1.646, -2.256, -2.453], [-2.930, -2.294, -4.426], [-2.733, -3.967, -4.093], [-1.764, -3.108, -5.341], [0.141, -3.899, -2.224], [1.029, 0.307, 3.056], [1.505, 1.462, 3.904], [1.150, 2.795, 3.229], [0.841, 1.329, 5.163], [0.014, 0.263, 2.660], [1.110, -0.644, 3.599], [1.723, 0.112, 2.236], [2.576, 1.382, 4.106], [1.520, 2.845, 2.204], [1.455, 3.702, 3.758], [0.066, 2.934, 3.168], [1.189, 1.998, 5.762]],
  "forces_ev_per_angstrom": [[-0.1801, 1.2586, 1.3413], [-0.6551, -1.4617, 0.3092], [0.6588, 0.6519, -0.8173], [0.1957, -0.3427, -0.7240], [-0.1596, -0.5439, 0.0083], [0.1961, -0.0847, -0.2856], [-0.0077, 0.7619, 0.5281], [0.2028, -0.3467, -0.4196], [-0.2281, 0.2374, 0.1497], [-0.2099, -0.0140, -0.0105], [-0.7223, -0.3898, -0.8441], [1.1442, -0.5585, 0.8327], [-0.1901, 0.2368, 0.1163], [0.2021, 0.2128, 0.0049], [0.0226, 0.0701, 0.0094], [0.5427, 0.3123, 0.2559], [-0.3933, 0.3044, -0.0365], [-0.4738, -0.1003, -0.3814], [-0.0410, -0.0426, -0.1349], [-0.0893, -0.0709, 0.1890], [-0.9774, 0.4910, 0.3473], [0.0106, -0.6540, -0.2829], [-0.3712, 1.2575, -0.0631], [0.6008, -0.6328, -0.4723], [0.0846, 0.7104, -0.7058], [-0.3196, -1.0876, 0.9816], [0.0921, 1.2977, -0.6178], [-0.0681, -0.6042, -0.0667], [0.1956, 0.2676, -0.0894], [-0.2740, 0.8043, -0.5026], [1.2133, 1.0789, -1.3401], [0.4917, 0.1118, 0.2424], [0.3880, -0.2822, 0.0414], [0.2495, -0.4293, 0.1135], [-0.1861, -0.1716, 0.5228], [0.0324, 0.3652, -0.5454], [-0.3504, -0.3676, 0.3541], [-0.2596, -0.0235, 0.0893], [0.4043, 0.2877, -0.6235], [0.0743, -0.4646, 0.3144], [-0.1332, 0.1485, 0.2568], [-0.0330, 0.0107, -0.2364], [-0.2037, 0.0019, 0.3328], [0.1829, 0.1083, 0.1677], [0.2586, 0.2759, 1.2077], [-0.5166, 0.5413, -0.4709], [0.6113, -0.3608, -0.4541], [-0.0805, -0.6690, 0.1339], [0.0022, 1.0748, 0.3349], [0.9032, -0.3976, -0.9665], [0.2927, 0.0511, 0.3418], [-0.6271, 0.0838, -0.1573], [0.1975, 0.0441, 1.6862], [-0.0874, -0.4923, -0.0883], [0.2372, 0.1868, -0.3931], [-0.1235, -0.0670, -0.0764], [-0.1126, 0.1028, 0.1412], [-0.2054, -0.0303, 0.0592], [-0.1057, -0.1013, -0.0393], [-0.0400, 0.1492, -0.0654], [0.2216, -0.1358, 0.1894], [-0.3750, -0.0334, 0.0119], [-0.2161, -0.2200, 0.3602], [-0.0884, -0.3652, -0.6795], [-0.1766, 0.3190, 0.3366], [0.0437, -0.0030, -0.2753], [-0.2713, -0.3377, -0.5947], [0.1017, 0.2919, -0.5190], [0.8550, -1.9985, 0.6306], [-0.3527, 0.7909, -0.0815], [0.2344, -0.3714, -0.8370], [-0.1585, 0.8473, 1.0336], [-0.1467, 0.0303, -0.5664], [0.3827, 0.1674, -0.3705], [0.4760, 0.1144, 1.4601], [0.6542, -0.0700, -0.6499], [-0.1684, 0.9105, 1.3366], [-0.5708, 0.6575, -0.3469], [-0.0630, 0.2473, -0.4421], [0.1467, 0.4589, 0.2008], [0.1273, 0.1007, 0.0814], [-0.1810, -0.0083, 0.2572], [0.1597, -0.2403, 0.3538], [-0.3217, -0.6460, -0.3798], [-0.0326, -0.1577, -0.0473], [0.0939, 0.0540, 0.6315], [0.1604, -0.1555, -0.4450], [-0.4260, -0.2386, -0.4671], [-0.4930, 0.2152, -0.5009], [-0.2346, -0.3674, -0.5268], [-0.1438, -0.0992, -0.3478], [0.1775, -0.2114, -0.0008], [-0.2274, 0.9656, 0.0307], [-0.8869, -0.8386, -0.6221], [-0.3088, -0.7385, -0.4596], [0.3237, -0.5402, 0.6533], [0.1082, 0.1455, 0.0530], [0.0764, -0.0292, -0.0124], [0.5382, -0.0278, -0.1782], [0.0728, 0.3429, 0.1584], [0.2913, 0.1018, -0.0848], [0.2697, -0.0872, 0.1445], [-0.1041, 0.1620, 0.2959], [-0.1079, 0.3625, 0.0661], [0.2335, 0.9247, 0.1187], [0.3941, 0.1433, 0.0584], [0.4679, -0.0015, 0.8230], [-0.2386, 0.0067, -0.2583], [-0.3571, -0.3534, -0.3094], [0.0245, -0.1377, -0.1256], [-0.1713, -0.1781, 0.1697], [0.4833, -0.3892, 0.0686], [-0.6912, -1.7486, 0.8973], [-0.4659, -0.4657, -0.0733], [-0.3208, -0.1897, 0.2055], [-0.0448, 0.0667, -0.0334], [0.3219, 0.3901, 0.1278], [-0.1689, 1.1735, -1.3327], [-0.6247, -0.4065, -0.0443], [-0.2189, -0.1450, 0.1014], [0.0439, -0.4054, 0.0165], [-0.7279, -0.0702, 0.1098], [0.2099, -0.1172, 0.1549], [0.2989, -0.0153, 0.3666], [0.2470, 0.3294, 0.5562], [0.1715, -0.1480, -0.2047], [0.4023, -0.4682, 0.1763], [-0.0056, 0.0026, -0.0406], [0.9139, -1.7451, -0.0459], [-1.0486, 0.4903, -0.0948], [-0.3322, 0.3306, 0.0527], [-0.0560, 0.1113, 0.2447], [-0.0697, 0.8735, 0.0357], [0.0364, 0.3623, 0.4650], [-0.1412, 0.5143, -0.2716], [0.1366, -0.0160, -0.3993], [0.2025, -0.0519, 0.0515], [0.5214, -0.2542, 0.1392], [-0.0626, -0.5030, -0.0302], [-0.0863, 0.0196, -0.0282]],
  "lowdin_charge": [-0.247, -0.250, -0.105, -0.079, 0.119, 0.113, 0.114, 0.126, 0.018, 0.081, -0.228, -0.242, -0.075, -0.094, 0.122, 0.115, 0.116, 0.119, 0.039, 0.042, -0.086, -0.181, -0.206, -0.140, -0.059, -0.184, -0.208, -0.231, -0.111, 0.073, 0.027, 0.076, 0.089, 0.111, 0.105, 0.109, 0.090, 0.110, 0.133, 0.132, 0.122, 0.088, 0.089, 0.091, -0.069, -0.216, -0.229, -0.188, -0.030, -0.183, -0.198, -0.213, -0.117, 0.094, 0.090, 0.092, 0.101, 0.130, 0.106, 0.125, 0.083, 0.114, 0.129, 0.107, 0.134, 0.062, 0.099, 0.098, -0.118, -0.189, -0.234, -0.219, -0.049, -0.206, -0.248, -0.180, -0.069, 0.090, 0.088, 0.085, 0.119, 0.121, 0.121, 0.098, 0.110, 0.122, 0.116, 0.105, 0.124, 0.061, 0.085, 0.088, -0.025, -0.454, -0.064, -0.075, 0.055, 0.057, 0.088, 0.132, 0.085, 0.082, 0.075, 0.090, -0.036, -0.439, -0.069, -0.071, 0.055, 0.085, 0.081, 0.135, -0.001, 0.080, 0.072, 0.089, -0.042, -0.467, -0.048, -0.049, 0.058, 0.059, 0.087, 0.117, 0.051, 0.082, 0.078, 0.036, -0.060, -0.467, -0.049, -0.059, 0.085, 0.056, 0.083, 0.127, 0.068, 0.074, 0.084, 0.087]
}